DFT (the ωB97M-V functional and the def2-TZVPD basis) results for C3H7IN3 as an isolated structure in a non-equilibrium geometry.

Positions of all 14 atoms, in Å:
1 I 0.4407 -3.2001 -0.4121
2 N 0.1832 1.4421 -1.7547
3 N -1.0762 -0.1188 -1.2260
4 N -0.9682 -2.0120 0.0727
5 C -0.1624 -0.2569 1.5382
6 C -0.0838 0.4679 -0.8513
7 C 0.6761 0.2876 0.4585
8 H 0.3573 2.4209 -1.5213
9 H -0.8836 -0.9932 0.9792
10 H 1.0530 1.3410 0.8434
11 H 1.4988 -0.3957 0.2986
12 H -0.9534 0.4704 1.9094
13 H 0.3009 -0.8036 2.3302
14 H -0.3825 1.3502 -2.6648

Calculated values
Charge: +1
M in g/mol: 212.0
E in eV: -15780.6536